Below is a molecular structure, C6H6O at a distorted geometry, with properties calculated with the ωB97M-V functional and the def2-TZVPD basis.

Element x y z (Å)
C (1.5504, -1.3174, 1.7489)
C (0.6709, 0.1051, -2.4656)
C (1.0231, -0.7857, 0.8222)
C (0.2055, 0.1345, -1.3568)
C (-0.7384, 1.3023, 0.6341)
C (-0.5005, -0.0056, -0.1720)
O (-1.6097, -0.7430, -0.1622)
H (2.0144, -2.0352, 2.4007)
H (1.2108, 0.3216, -3.3948)
H (-0.8053, 0.8273, 1.6023)
H (0.0993, 1.9676, 0.6876)
H (-1.6448, 1.8362, 0.2745)
H (-1.4757, -1.6078, -0.6189)

Cartesian forces (eV/Å) of the 2 atoms listed first:
C 1.1 -1.7 1.2
C 0.8 0.9 -0.7

The calculation puts the energy above the lowest of the compared OMol25 structures with the same formula, charge and spin at 588.4 kJ/mol. The LUMO energy comes out at 0.63 eV. The HOMO-LUMO gap comes out at 10.4 eV. Its energy is -8360.40783 eV. As for the charge: 0.